(1)
Density functional theory data (ωB97M-V/def2-TZVPD) for a cluster of 2 separate species, CH8N2 in total in a non-equilibrium geometry.

E_tot ... -152.3174 a.u.
ΔE to the lowest compared entry with this formula, charge and spin ... 13.5 kcal per mole
F_max ... 3.32 eV/A
<S²> ... 0.75
Spin multiplicity ... 2
Net charge ... -1
HOMO energy (spin up / spin down) ... 1.357 / -4.826 eV

```
11
Properties=species:S:1:pos:R:3:forces:R:3:lowdin_charge:R:1
N 1.477 -1.949 -0.776 0.172 -0.572 0.790 -0.280
H 0.662 -2.517 -0.622 -0.398 0.278 -0.300 -0.094
H 1.444 -1.081 -1.285 0.024 -0.098 -0.191 -0.109
H 2.329 -2.449 -0.581 0.242 0.406 -0.328 -0.091
C -0.856 0.582 0.707 -2.201 2.280 0.996 -0.361
N -1.095 2.045 0.266 1.436 -1.481 -0.858 -0.136
H -1.290 0.639 1.719 0.605 -0.783 0.030 0.039
H -1.615 0.076 0.113 0.469 -0.717 -0.042 0.022
H 0.144 0.167 0.677 0.024 0.010 -0.245 0.006
H -0.263 2.579 0.520 -0.113 -0.010 0.210 0.010
H -0.938 1.907 -0.738 -0.260 0.684 -0.061 -0.007
```
Positions in Å, forces in eV/Å.

---

(2)
Density functional theory data (ωB97M-V/def2-TZVPD) for a structure of composition C11H40Cl2NaO13S in a non-equilibrium geometry.

E_tot ... -2901.8628 a.u.
F_max ... 2.46 eV/A
Net charge ... -1
HOMO energy ... -2.972 eV

```
68
Properties=species:S:1:pos:R:3:forces:R:3:lowdin_charge:R:1
Na -4.672 1.401 -3.169 0.544 -0.222 0.477 0.805
S -0.690 0.081 0.306 -0.190 -0.151 -0.088 0.056
O -0.745 -0.942 1.335 0.466 -1.529 1.277 -0.453
O 0.648 0.641 0.145 1.166 0.439 -0.084 -0.460
O -1.131 -0.515 -0.976 -0.547 -0.585 -1.748 -0.479
O -1.656 1.109 0.664 -1.379 2.025 0.244 -0.473
Cl 5.776 -4.998 -2.941 -0.287 0.233 0.411 0.505
C 4.525 -3.719 -2.707 0.457 0.470 0.379 -0.644
C 3.895 -3.409 -4.024 -0.589 -0.720 -0.125 -0.694
Cl 5.066 -2.661 -5.111 0.189 0.456 -0.386 0.534
H 5.002 -2.807 -2.346 0.307 -0.224 0.089 0.068
H 3.810 -4.004 -1.934 -0.003 -0.388 -0.279 0.085
H 3.029 -2.759 -3.896 0.133 0.053 -0.065 0.084
H 3.605 -4.342 -4.509 -0.255 0.152 0.020 0.060
C -6.389 -2.146 3.956 1.914 -0.077 -0.266 -0.142
O -5.689 -2.993 3.002 -1.449 -0.119 0.274 -0.139
H -6.405 -2.632 4.932 -0.131 -0.146 0.007 0.065
H -5.780 -1.248 4.063 -0.331 0.279 0.172 0.074
H -7.404 -1.862 3.678 0.127 -0.329 -0.494 0.067
H -4.797 -2.693 2.811 -0.076 0.416 0.263 0.074
C 0.565 6.768 2.436 -0.382 -0.892 -0.211 -0.163
O -0.746 6.247 2.610 -0.666 0.858 0.588 -0.137
H 0.590 7.794 2.803 -0.274 -0.039 -0.091 0.072
H 1.285 6.196 3.020 0.205 -0.062 -0.126 0.073
H 0.809 6.739 1.374 0.393 0.147 0.015 0.073
H -0.900 5.346 2.314 0.717 -0.081 -0.197 0.081
C 3.204 3.162 -4.522 -0.244 -0.097 -0.531 -0.180
O 2.641 4.069 -3.593 0.425 -0.269 0.112 -0.115
H 2.649 2.226 -4.580 -0.391 0.053 -0.137 0.075
H 3.175 3.681 -5.481 -0.006 -0.221 -0.087 0.073
H 4.230 2.834 -4.354 0.313 0.458 0.447 0.068
H 2.524 3.590 -2.769 -0.148 0.039 0.237 0.080
C -0.783 -0.847 -8.002 0.091 -0.287 0.290 -0.158
O -1.497 -0.231 -6.915 0.160 -0.340 -0.748 -0.130
H -0.604 -1.916 -7.882 -0.340 -0.197 0.410 0.072
H -1.362 -0.760 -8.921 -0.019 0.383 0.150 0.073
H 0.221 -0.445 -8.134 -0.086 0.498 -0.058 0.072
H -1.208 -0.619 -6.086 0.173 -0.045 0.028 0.073
C 3.668 -3.358 3.977 -0.514 0.381 0.047 -0.176
O 2.682 -4.152 3.353 0.219 -0.578 -0.493 -0.129
H 4.026 -2.574 3.309 0.029 0.174 -0.008 0.075
H 3.148 -2.916 4.827 0.746 0.332 0.440 0.076
H 4.536 -3.950 4.263 -0.292 -0.209 0.139 0.072
H 2.023 -3.536 3.023 -0.249 -0.051 -0.181 0.080
C 6.457 2.786 0.834 -0.880 -0.756 0.463 -0.140
O 5.514 2.667 1.950 1.460 0.633 -0.542 -0.133
H 7.504 2.608 1.081 -0.177 -0.399 0.832 0.064
H 6.146 1.990 0.158 0.372 0.406 -0.621 0.075
H 6.509 3.775 0.379 -0.764 0.073 -0.118 0.065
H 4.720 2.259 1.597 -0.070 0.026 -0.012 0.069
C -7.472 3.591 1.475 -0.330 1.257 0.341 -0.198
O -6.879 2.505 0.849 0.492 -0.466 -0.464 -0.113
H -6.959 4.525 1.244 0.171 0.217 -0.203 0.073
H -8.490 3.731 1.110 -0.083 -0.330 0.279 0.078
H -7.407 3.508 2.560 -0.495 -0.137 0.171 0.080
H -5.960 2.578 1.117 0.340 -0.578 -0.181 0.085
C -2.112 -6.331 -1.846 -1.307 -0.980 -0.025 -0.187
O -1.758 -5.488 -2.903 0.755 0.868 -0.039 -0.118
H -1.446 -7.187 -1.743 0.281 0.161 -0.067 0.072
H -2.262 -5.873 -0.868 0.353 0.346 -0.101 0.085
H -3.086 -6.713 -2.151 -0.247 -0.515 0.420 0.067
H -1.766 -4.592 -2.559 0.198 0.200 -0.152 0.081
C -1.004 1.457 6.569 -0.188 -0.078 -0.504 -0.172
O -1.073 0.043 6.497 -0.032 -0.078 0.539 -0.129
H -0.178 1.773 5.931 -0.020 0.521 0.154 0.080
H -1.944 1.881 6.219 -0.007 0.267 -0.217 0.070
H -0.878 1.820 7.589 0.262 -0.426 0.067 0.070
H -1.047 -0.167 5.561 -0.008 -0.219 -0.132 0.079
```
Positions in Å, forces in eV/Å.

---

(3)
Density functional theory data (ωB97M-V/def2-TZVPD) for the ion C2H2BrO2S2 with charge -1 in a non-equilibrium geometry.

E_tot ... -3598.3395 a.u.
ΔE to the lowest compared entry with this formula, charge and spin ... 20.9 kcal per mole
F_max ... 3.28 eV/A
Structure (SMILES) ... O=C([O-])C(S)(S)Br
Net charge ... -1
HOMO energy ... -4.923 eV

```
9
Properties=species:S:1:pos:R:3:forces:R:3:lowdin_charge:R:1
O -0.841 -2.219 -0.754 -0.263 0.594 1.891 -0.098
C -1.031 -1.465 0.236 0.560 1.592 -0.686 -0.822
O -0.937 -1.501 1.468 0.103 -1.834 -0.149 -0.126
C -1.474 0.094 -0.129 1.763 0.486 -0.320 -1.464
S -1.013 0.487 -1.834 -0.619 0.546 0.252 0.598
S -0.613 1.360 0.980 -1.521 -2.707 1.043 0.508
Br -3.342 0.051 0.303 -1.159 0.339 -0.203 0.602
H -0.647 -0.790 -1.912 0.171 -0.708 -0.497 -0.147
H -1.010 0.388 2.028 0.965 1.694 -1.331 -0.050
```
Positions in Å, forces in eV/Å.

---

(4)
Density functional theory data (ωB97M-V/def2-TZVPD) for a structure of composition C4H19B2NOSn in a non-equilibrium geometry.

E_tot ... -557.4407 a.u.
ΔE to the lowest compared entry with this formula, charge and spin ... 99.9 kcal per mole
F_max ... 5.35 eV/A
Net charge ... 0
HOMO energy ... -9.549 eV

```
28
Properties=species:S:1:pos:R:3:forces:R:3:lowdin_charge:R:1
Sn -0.850 -1.945 -0.819 -0.547 1.973 0.766 1.577
B -1.209 -1.932 2.637 -0.298 0.489 -0.029 -0.421
H -1.775 -2.595 2.001 -3.009 -2.957 -2.816 -0.113
H -1.785 -1.108 3.029 -2.263 2.945 1.323 -0.062
H -0.747 -2.569 3.376 1.886 -2.404 2.716 -0.059
H -0.426 -1.548 2.002 3.672 1.972 -2.781 -0.157
B -2.605 -0.490 -2.976 -0.584 -0.416 0.161 -0.466
H -1.693 -1.038 -3.154 4.606 -2.704 -0.366 -0.122
H -3.383 -1.122 -3.376 -2.933 -2.329 -1.234 -0.055
H -2.792 -0.199 -1.955 -0.691 0.894 4.671 -0.077
H -2.448 0.427 -3.523 0.553 3.348 -1.943 -0.043
C 2.597 1.027 1.763 -0.909 0.415 -0.229 -0.032
C 1.453 0.350 0.906 0.520 1.385 0.295 -0.399
C 1.116 1.071 -0.460 -0.094 -0.585 1.840 -0.135
O -0.301 0.874 -0.738 1.911 -1.907 2.958 -0.286
C -0.738 1.722 -1.685 -1.786 1.640 -2.934 -0.189
N 1.736 -1.055 0.752 -0.242 -1.129 -0.845 -0.007
H 3.106 1.825 1.222 0.233 -0.152 -0.028 0.069
H 3.305 0.316 2.188 0.107 -0.171 -0.513 0.071
H 2.169 1.481 2.657 -0.203 0.211 -0.116 0.075
H 0.547 0.408 1.511 -0.137 -0.014 -0.177 0.123
H 1.760 0.712 -1.262 -0.139 -0.197 -0.298 0.129
H 1.294 2.141 -0.351 -0.104 0.041 0.049 0.122
H -1.818 1.868 -1.703 -0.181 -1.182 0.127 0.093
H -0.418 1.286 -2.631 -0.213 0.818 -0.545 0.099
H -0.527 2.786 -1.585 1.393 0.019 0.370 0.103
H 1.731 -1.480 1.668 -0.844 -0.275 0.306 0.080
H 2.703 -1.215 0.506 0.296 0.271 -0.728 0.082
```
Positions in Å, forces in eV/Å.

---

(5)
Density functional theory data (ωB97M-V/def2-TZVPD) for the molecule C6H12BrN3Si in a non-equilibrium geometry.

E_tot ... -3263.3698 a.u.
ΔE to the lowest compared entry with this formula, charge and spin ... 119.5 kcal per mole
F_max ... 2.88 eV/A
Net charge ... 0
HOMO energy ... -7.398 eV

```
23
Properties=species:S:1:pos:R:3:forces:R:3:lowdin_charge:R:1
C 3.011 -0.259 0.714 0.361 1.526 0.044 -0.626
C -0.402 -0.742 -0.302 1.009 -1.499 -0.029 -0.062
C 0.061 -3.146 -0.630 -0.040 -0.614 0.830 -0.072
C -0.167 1.740 -1.854 0.495 2.155 1.578 -0.184
C 0.187 1.659 1.549 -1.420 1.022 0.485 -0.202
C -2.536 1.075 0.352 0.110 -1.584 1.680 -0.217
N 2.326 -1.246 0.788 0.456 0.031 -0.032 -0.229
N 1.476 -2.042 1.021 -0.081 -1.007 0.675 0.090
N 0.149 -1.812 -0.098 -1.207 1.893 -1.290 -0.163
Si -0.578 1.078 -0.045 -2.301 -0.042 -0.601 0.548
Br 4.718 0.162 0.105 -0.440 -0.521 -0.076 0.645
H 0.946 -3.330 -1.223 0.387 -0.345 0.333 0.090
H -0.084 -3.778 0.245 0.719 -0.392 -0.172 0.087
H -0.773 -3.365 -1.251 -0.970 0.694 -0.601 0.074
H -0.705 1.202 -2.600 -0.251 -0.797 -0.412 -0.001
H -0.463 2.836 -2.045 0.387 -1.466 0.667 0.049
H 0.931 1.708 -2.018 -0.665 -0.203 -0.046 0.023
H 0.383 0.807 2.158 0.768 -0.880 0.205 0.014
H 1.007 2.332 1.498 1.104 0.191 -0.174 0.012
H -0.538 2.187 2.208 -0.060 -0.054 -0.790 0.041
H -3.160 0.620 -0.407 0.104 0.358 -0.840 -0.010
H -2.828 0.249 1.200 1.202 2.233 -1.370 0.080
H -2.963 2.063 0.635 0.331 -0.699 -0.064 0.015
```
Positions in Å, forces in eV/Å.

---

(6)
Density functional theory data (ωB97M-V/def2-TZVPD) for the molecule C3H3ClOS in a non-equilibrium geometry.

E_tot ... -1049.6912 a.u.
ΔE to the lowest compared entry with this formula, charge and spin ... 14.6 kcal per mole
F_max ... 2.49 eV/A
Structure (SMILES) ... CC(=O)C(=S)Cl
Net charge ... 0
HOMO energy ... -9.534 eV

```
9
Properties=species:S:1:pos:R:3:forces:R:3:lowdin_charge:R:1
C -1.198 0.009 0.144 0.209 2.286 -0.962 -0.080
C 0.097 -0.654 -0.120 0.903 -1.568 -0.983 -0.543
O 0.253 -1.862 -0.250 -0.156 2.040 0.238 0.066
C 1.300 0.320 -0.155 -0.048 0.229 0.520 -1.139
S 1.077 1.919 -0.148 0.583 -0.498 -0.230 0.760
Cl 2.840 -0.454 -0.006 -0.336 0.145 -0.220 0.664
H -1.488 0.856 -0.590 0.790 -1.544 0.864 0.105
H -1.950 -0.750 0.075 -0.625 -0.176 0.913 0.080
H -0.931 0.616 1.049 -1.320 -0.914 -0.141 0.087
```
Positions in Å, forces in eV/Å.

---

(7)
Density functional theory data (ωB97M-V/def2-TZVPD) for a structure of composition C7H12N3 in a non-equilibrium geometry.

E_tot ... -437.7331 a.u.
ΔE to the lowest compared entry with this formula, charge and spin ... 166.4 kcal per mole
F_max ... 6.08 eV/A
Net charge ... +1
HOMO energy (spin up / spin down) ... -12.833 / -12.833 eV

```
22
Properties=species:S:1:pos:R:3:forces:R:3:lowdin_charge:R:1
C -1.511 1.889 0.369 -0.274 1.720 -0.664 -0.257
C 2.245 1.079 -0.018 -0.447 1.224 -1.364 -0.178
C -0.275 -0.057 0.373 0.525 -1.232 0.259 0.260
C 1.674 -0.154 0.025 -3.265 2.741 1.614 -0.076
C 2.134 -1.558 0.177 -0.246 3.235 1.960 -0.044
C -2.961 -0.929 -0.867 0.359 1.468 -0.208 -0.028
C -2.823 -0.160 0.426 2.507 -2.512 -0.667 -0.149
N -1.528 3.030 0.277 0.066 0.457 0.153 0.240
N 3.541 1.342 -0.274 0.480 -1.985 1.003 0.113
N -1.534 0.569 0.389 5.437 -2.700 0.278 -0.079
H 1.715 2.059 -0.126 -0.423 -1.423 0.453 0.144
H -0.314 -1.145 0.652 -0.911 0.958 -0.519 0.111
H 1.290 -1.973 -0.155 -2.577 -3.253 -1.478 0.030
H 2.434 -1.891 1.138 -0.093 -0.059 1.227 0.098
H 2.947 -1.668 -0.421 2.128 -0.660 -2.337 0.071
H -2.286 -1.787 -0.903 -0.422 -0.102 0.113 0.087
H -4.007 -1.135 -1.106 0.407 -0.115 -0.152 0.102
H -2.504 -0.150 -1.477 -0.645 -0.577 -1.470 0.088
H -2.726 -0.835 1.207 -0.047 -1.068 1.878 0.111
H -3.510 0.535 0.658 -2.712 2.352 0.444 0.101
H 3.747 2.318 -0.328 0.804 0.070 0.056 0.108
H 4.252 0.619 -0.017 -0.651 1.462 -0.581 0.148
```
Positions in Å, forces in eV/Å.

---

(8)
Density functional theory data (ωB97M-V/def2-TZVPD) for the ion C5H10N with charge +1 in a non-equilibrium geometry.

E_tot ... -250.8079 a.u.
ΔE to the lowest compared entry with this formula, charge and spin ... 123.9 kcal per mole
F_max ... 3.36 eV/A
Net charge ... +1
HOMO energy ... -11.749 eV

```
16
Properties=species:S:1:pos:R:3:forces:R:3:lowdin_charge:R:1
C -1.009 1.052 0.293 -0.306 -0.845 -2.606 -0.196
C 0.389 0.506 -0.369 -0.971 1.141 1.301 -0.025
C 1.418 0.165 0.390 -0.182 -0.433 -0.665 -0.100
C -2.443 0.463 0.259 1.330 -1.433 -0.560 0.088
C -2.553 -1.016 -0.225 2.092 1.694 2.018 -0.127
N 2.815 -0.263 -0.087 -0.192 1.001 0.643 0.178
H -0.845 1.278 1.303 0.280 0.239 1.769 0.080
H -1.181 2.053 -0.148 0.284 -0.285 0.019 0.114
H 0.526 0.747 -1.387 -0.079 -0.184 -1.347 0.096
H 1.193 0.023 1.395 0.579 -0.410 1.874 0.100
H -3.045 -1.044 -1.166 -0.586 -0.046 -0.860 0.068
H -3.145 -1.544 0.528 -0.284 0.095 -0.232 0.077
H -1.548 -1.491 -0.256 -0.594 -0.024 -0.374 0.058
H 2.917 0.280 -0.988 0.061 -1.896 0.363 0.185
H 2.867 -1.337 -0.005 0.185 1.984 -1.128 0.209
H 3.644 0.129 0.462 -1.616 -0.597 -0.213 0.194
```
Positions in Å, forces in eV/Å.

---

(9)
Density functional theory data (ωB97M-V/def2-TZVPD) for a structure of composition C5H7N4S2 in a non-equilibrium geometry.

E_tot ... -1210.1656 a.u.
ΔE to the lowest compared entry with this formula, charge and spin ... 0.0 kcal per mole
F_max ... 4.04 eV/A
Net charge ... -1
HOMO energy (spin up / spin down) ... -3.074 / -3.073 eV

```
18
Properties=species:S:1:pos:R:3:forces:R:3:lowdin_charge:R:1
C 0.074 1.187 -0.013 0.190 0.030 0.036 -0.375
C 0.853 0.017 0.008 -0.253 -0.506 -0.121 -0.310
C -1.289 1.179 0.017 -1.291 -2.999 0.022 -0.687
C -0.904 -1.505 0.024 -0.810 -0.343 0.055 -0.564
C 2.350 0.160 -0.001 -0.093 -0.037 -0.042 -0.056
N 0.400 -1.222 0.031 0.990 0.282 0.048 0.114
N -1.878 -0.633 0.002 2.498 3.181 0.042 -0.531
N 0.732 2.455 -0.114 0.148 0.134 0.018 0.050
N -1.227 -2.860 0.080 -0.097 0.168 -0.143 0.088
S -3.483 -0.924 -0.052 -1.334 -0.295 -0.033 0.359
S -2.503 2.237 0.042 -0.073 0.198 -0.043 0.543
H 2.808 -0.826 -0.022 -0.041 -0.018 0.018 0.066
H 2.692 0.689 0.892 0.091 0.067 0.010 0.069
H 2.662 0.731 -0.874 0.082 0.115 0.005 0.073
H 1.405 2.586 0.636 -0.151 0.067 -0.059 0.065
H 0.030 3.189 -0.069 0.109 -0.113 0.068 0.032
H -0.540 -3.454 -0.358 0.055 0.131 0.064 0.070
H -2.182 -3.007 -0.230 -0.022 -0.061 0.056 -0.006
```
Positions in Å, forces in eV/Å.